# 1
Entry from the Open Molecules 2025 dataset: a structure of composition C35H49GeN6O3ReS (ωB97M-V/def2-TZVPD).

Each line ends with the Löwdin charge.
Geometry (Å):
Re 0.13596 0.83380 -1.31829  1.228
C 4.20723 -2.63361 -1.69237  0.021
N 3.67795 -1.40777 -1.08618  -0.088
C 4.63186 -0.60248 -0.31616  0.033
C 2.44722 -1.00989 -1.26837  -0.352
O 2.00683 0.07782 -0.76111  -0.165
C 1.54099 -1.87158 -2.13130  -0.049
O 0.25132 -1.25476 -2.22868  -0.240
C -0.44229 -1.30673 -3.48792  -0.040
C -0.49906 0.09075 -4.08468  -0.349
O -0.51422 1.08492 -3.27547  -0.183
N -0.53812 0.26230 -5.37651  -0.083
C -0.59917 1.61412 -5.95192  0.039
C -0.56928 -0.85180 -6.33322  0.020
H 4.39843 -2.49993 -2.75881  0.120
H 3.53431 -3.47758 -1.54836  0.106
H 5.15272 -2.87432 -1.21623  0.115
H 5.44922 -0.29653 -0.96907  0.120
H 5.03866 -1.19961 0.49862  0.117
H 4.13955 0.27261 0.09212  0.075
H 1.42362 -2.85146 -1.66143  0.154
H 1.98936 -2.01221 -3.11725  0.156
H -1.46275 -1.62689 -3.26280  0.161
H 0.01315 -2.03019 -4.16031  0.138
H -0.32845 2.35517 -5.21016  0.095
H -1.60894 1.81793 -6.30916  0.123
H 0.08552 1.66430 -6.79592  0.117
H -1.29158 -1.61489 -6.04968  0.110
H 0.41878 -1.30042 -6.44735  0.117
H -0.86684 -0.46035 -7.30111  0.114
C 3.28578 2.52589 2.79881  -0.061
C 3.46388 3.41375 1.58082  -0.209
N 2.51940 2.99975 0.52803  0.039
C 2.33703 3.53641 -0.66261  -0.680
S 0.97526 3.04066 -1.67601  0.721
N 3.06683 4.48720 -1.20977  0.037
C 4.38410 5.04916 -0.84783  -0.185
C 5.52179 4.12382 -1.26262  -0.057
H 3.96943 2.84468 3.58279  0.098
H 3.50806 1.48198 2.56703  0.072
H 2.27022 2.59932 3.19226  0.080
H 4.48280 3.33039 1.20452  0.107
H 3.27434 4.45196 1.85490  0.133
H 1.82020 2.33297 0.81026  0.098
H 2.72829 4.79325 -2.11117  0.129
H 4.42519 5.27712 0.21254  0.104
H 4.46054 5.99094 -1.38605  0.136
H 5.50613 3.19038 -0.69630  0.058
H 6.47489 4.61842 -1.07967  0.098
H 5.46429 3.89339 -2.32669  0.086
C -5.33434 3.30457 0.55091  0.044
N -4.35875 2.56383 1.37989  -0.096
C -4.55836 2.62308 2.84335  0.046
C -3.33100 2.04118 0.86760  -0.004
N -2.41115 1.47493 0.38799  0.113
H -5.24132 4.37218 0.75040  0.119
H -6.33900 2.98945 0.82610  0.114
H -5.17282 3.11653 -0.50679  0.109
H -4.31269 3.62403 3.19821  0.125
H -3.93820 1.88665 3.35001  0.046
H -5.60623 2.42439 3.05773  0.121
C -1.32995 1.16112 -0.24713  -0.295
Ge -1.67764 -2.04023 1.78718  1.327
C -2.70202 -2.71716 0.28740  -0.317
C -2.15031 -3.71383 -0.52386  -0.127
C -2.92819 -4.31072 -1.50165  -0.052
C -4.25246 -3.91700 -1.67029  -0.023
C -4.79685 -2.91148 -0.87896  -0.041
C -4.02359 -2.30455 0.09690  -0.105
C -0.15342 -3.06718 2.39955  -0.316
C 0.92095 -2.48608 3.07865  -0.114
C 1.85640 -3.29902 3.69421  -0.051
C 1.71354 -4.68291 3.65325  -0.022
C 0.64283 -5.26027 2.98475  -0.036
C -0.28756 -4.45895 2.34096  -0.105
C -2.41372 -0.71775 3.01926  -0.317
C -3.65782 -1.04191 3.56700  -0.097
C -4.13414 -0.32295 4.65507  -0.045
C -3.38226 0.71644 5.18594  -0.062
C -2.15327 1.05039 4.62472  -0.073
C -1.66084 0.33297 3.54612  -0.130
H -1.12591 -4.03427 -0.36718  0.093
H -2.51651 -5.10508 -2.11069  0.122
H -4.86808 -4.41110 -2.41063  0.129
H -5.83073 -2.62089 -1.00976  0.125
H -4.45081 -1.53174 0.72615  0.095
H 1.02080 -1.40843 3.13912  0.092
H 2.68630 -2.85996 4.23204  0.120
H 2.43332 -5.31229 4.15964  0.129
H 0.52357 -6.33540 2.97101  0.128
H -1.12277 -4.91813 1.82493  0.102
H -4.24477 -1.86285 3.16959  0.109
H -5.08191 -0.59441 5.10115  0.131
H -3.74576 1.25543 6.05094  0.134
H -1.56636 1.85143 5.05579  0.125
H -0.69658 0.58581 3.11925  0.094

Forces on atoms 1 to 6 (eV/Å):
Re -2.6 1.3 1.0
C 0.1 -0.2 -0.2
N -0.2 0.2 0.1
C 0.1 0.1 0.2
C 0.2 -0.3 0.0
O -0.3 0.1 -0.1

E_HOMO ... -0.6631 hartree
Gap between HOMO and LUMO ... 7.10 eV
Total charge ... +4
F_max ... 0.092 hartree/bohr
Molecular weight ... 892.7 g mol⁻¹
Multiplicity ... 1

# 2
Entry from the Open Molecules 2025 dataset: a structure of composition C35H49N2OPTeW (ωB97M-V/def2-TZVPD).

Each line ends with the Löwdin charge.
Geometry (Å):
W -0.43689 -1.40105 0.44268  1.528
C 2.11408 -4.05069 1.76955  0.036
C 1.12260 -3.39831 0.86427  -0.180
C -0.25249 -3.75243 0.91365  -0.244
C -0.75793 -4.63793 2.01774  0.004
C -1.07880 -3.52073 -0.25212  -0.329
C -2.39163 -4.24411 -0.36994  -0.016
C -0.46946 -2.98694 -1.45045  -0.304
C -1.09730 -3.19131 -2.79413  -0.039
C 0.79043 -2.34464 -1.35792  -0.251
C 1.42216 -1.73166 -2.57154  0.036
C 1.55340 -2.47053 -0.14815  -0.270
C 2.95874 -1.92619 -0.10653  0.001
H 2.27065 -3.53729 2.71715  0.112
H 3.08310 -4.12406 1.28114  0.117
H 1.79823 -5.06497 2.00874  0.120
H -0.74485 -5.67860 1.68474  0.139
H -1.78699 -4.42148 2.29701  0.092
H -0.14544 -4.57473 2.91220  0.098
H -2.84250 -4.46190 0.59285  0.093
H -2.22197 -5.20560 -0.86163  0.144
H -3.12356 -3.70621 -0.97645  0.061
H -0.51584 -3.96280 -3.31322  0.145
H -1.07178 -2.29846 -3.42240  0.097
H -2.11989 -3.56085 -2.75287  0.085
H 1.21314 -0.66083 -2.62457  0.081
H 1.05465 -2.18978 -3.48448  0.105
H 2.50107 -1.86134 -2.56685  0.109
H 3.61483 -2.51849 -0.75203  0.135
H 3.39868 -1.96807 0.88929  0.099
H 2.99905 -0.89647 -0.46785  0.097
N 0.89052 -0.66759 2.15473  -0.037
C 0.75209 -1.12289 3.56304  -0.180
C -0.55011 -0.63989 4.18312  -0.143
C -1.76265 -1.18702 3.44252  -0.182
N -1.85344 -0.60282 2.07028  -0.080
H 1.84958 -0.89366 1.86773  0.084
H 0.85602 0.36433 2.17058  0.100
H 1.59077 -0.74939 4.15779  0.151
H 0.78259 -2.21489 3.59050  0.108
H -0.57707 0.45463 4.21004  0.134
H -0.58395 -0.98046 5.21972  0.149
H -2.66550 -0.93407 4.00714  0.148
H -1.70592 -2.27850 3.36298  0.113
H -1.76328 0.41555 2.20773  0.087
H -2.83036 -0.72969 1.78298  0.043
C -4.45192 -1.40113 0.18197  -0.306
Te -2.76446 -0.88220 -1.07835  1.543
C -3.23643 1.20138 -0.94856  -0.305
H -5.28586 -1.59349 -0.49548  0.049
H -4.74003 -0.56173 0.81623  0.040
H -4.28090 -2.30298 0.76672  0.023
H -2.90994 1.64785 -0.01074  0.014
H -4.31555 1.30505 -1.06450  0.050
H -2.75129 1.69636 -1.78327  -0.013
O 0.12762 0.71017 -0.09356  -0.504
P 0.55151 2.10681 -0.63742  0.917
C 2.34213 2.39221 -0.46275  -0.283
C 2.95561 3.28062 -1.34401  -0.071
C 4.28706 3.62122 -1.16925  -0.015
C 5.00204 3.09955 -0.10041  -0.015
C 4.39185 2.22371 0.78721  -0.044
C 3.06074 1.88390 0.61736  -0.096
C 0.12062 2.30745 -2.39256  -0.295
C 0.97460 1.79257 -3.36847  -0.110
C 0.67530 1.96259 -4.70987  -0.031
C -0.46531 2.65727 -5.08464  -0.015
C -1.28732 3.21643 -4.11794  -0.027
C -1.00172 3.04285 -2.77147  -0.100
C -0.24929 3.42615 0.31077  -0.290
C -0.03827 4.73791 -0.11664  -0.060
C -0.60003 5.79014 0.58452  -0.013
C -1.36053 5.54041 1.71949  -0.013
C -1.57107 4.23357 2.14884  -0.046
C -1.00259 3.18027 1.45367  -0.107
H 2.40444 3.70883 -2.16785  0.112
H 4.75635 4.30763 -1.85710  0.131
H 6.02834 3.39942 0.05787  0.132
H 4.94823 1.82858 1.62403  0.121
H 2.57394 1.23776 1.33447  0.073
H 1.89919 1.30987 -3.07849  0.105
H 1.34242 1.56784 -5.46142  0.127
H -0.69649 2.79238 -6.13213  0.132
H -2.14122 3.80992 -4.40903  0.129
H -1.61655 3.52921 -2.02672  0.108
H 0.56350 4.93506 -0.99119  0.117
H -0.43140 6.80501 0.25699  0.132
H -1.77282 6.36475 2.28493  0.132
H -2.16847 4.05038 3.03040  0.119
H -1.13282 2.15327 1.78956  0.058

Forces on atoms 1 to 6 (eV/Å):
W 0.3 3.9 1.4
C 0.1 0.1 0.2
C -0.3 0.1 -0.5
C 0.0 -0.3 -0.5
C -0.1 0.1 0.2
C 0.7 -0.9 -0.3

E_HOMO (alpha / beta) ... -0.6875 / -0.6874 hartree
Gap between HOMO and LUMO (alpha / beta) ... 5.90 / 4.40 eV
Total charge ... +4
F_max ... 0.082 hartree/bohr
Energy above the lowest of the compared OMol25 structures with the same formula, charge and spin ... 142.7 kJ/mol
<S²> ... 2.02
Molecular weight ... 856.2 g mol⁻¹
Multiplicity ... 3